(1)
One molecule with the formula C5H11NO in a non-equilibrium geometry, computed with ωB97M-V with the def2-TZVPD basis set.

```
18
Properties=species:S:1:pos:R:3:forces:R:3:nbo_charge:R:1
C -2.35074 0.42828 -0.11601 0.055 -1.101 0.027 -0.704
C -1.25976 -0.83638 0.38402 -0.777 0.749 -0.265 -0.199
N 0.14624 -0.51486 0.56962 -0.238 0.026 0.000 -0.430
C 0.31295 0.91983 0.61723 0.205 0.383 0.174 -0.274
C 0.82573 0.14154 -0.53594 0.020 0.014 -0.135 -0.112
C 2.28561 -0.25030 -0.69817 -0.149 0.107 -0.297 -0.061
O 2.95462 -0.39647 0.53001 -0.119 -0.136 0.198 -0.715
H -3.12019 0.47627 0.66101 -0.032 -0.427 -0.233 0.219
H -2.77490 0.09562 -1.05743 -0.389 -0.332 0.056 0.216
H -2.21557 1.53483 -0.32752 0.961 -1.399 0.371 0.228
H -1.61633 -1.17510 1.37040 -0.129 0.321 -0.397 0.200
H -1.28088 -1.73815 -0.26861 -0.523 0.872 0.015 0.199
H -0.66648 1.34221 0.42925 0.979 0.869 0.312 0.210
H 0.93161 1.36132 1.38749 0.191 -0.106 -0.106 0.210
H 0.27602 0.24139 -1.47490 0.055 -0.028 0.139 0.196
H 2.33216 -1.18301 -1.28726 -0.028 0.153 0.110 0.158
H 2.82537 0.51855 -1.26181 -0.122 -0.071 0.069 0.182
H 2.39452 -0.96559 1.07861 0.041 0.108 -0.034 0.478
```
Forces are in eV/Å.

- Structure (SMILES): CCN1C[C@H]1CO
- Total charge: 0
- Energy relative to the best compared isomer or geometry (same formula, charge and spin): 78.3 kcal/mol
- Calculated total energy: -8898.3032 eV

---

(2)
A 5-piece molecular cluster, C4H19N2O5 overall, computed with ωB97M-V with the def2-TZVPD basis set.

```
30
Properties=species:S:1:pos:R:3:forces:R:3:nbo_charge:R:1
O 1.27642 0.85368 -1.92629 0.290 0.251 0.208 -0.826
C 0.77864 -0.31613 -2.18793 -0.554 -0.148 0.170 0.027
C 0.93029 -1.51955 -1.28988 0.216 0.139 -0.361 -0.137
C -0.35169 -2.36147 -1.26828 -0.181 -0.291 0.017 -0.419
C -1.57748 -1.59028 -0.82004 0.012 -0.157 -0.113 -0.238
N -1.44392 -1.21012 0.61538 -0.323 0.097 0.028 -0.739
N 1.27032 -1.10761 0.08192 -0.333 0.016 0.269 -0.888
H 0.27001 -0.52194 -3.13793 0.106 0.135 -0.043 0.102
H 1.72255 -2.18199 -1.68901 0.093 -0.109 0.181 0.155
H -0.22299 -3.22826 -0.60566 0.088 -0.005 0.000 0.187
H -0.56319 -2.78596 -2.25158 0.105 0.153 -0.115 0.225
H -2.48262 -2.17964 -0.94827 -0.102 -0.047 0.108 0.194
H -1.69148 -0.66623 -1.37860 0.160 0.093 -0.038 0.245
H -0.42960 -1.07389 0.83349 0.311 0.027 -0.294 0.481
H -1.79676 -1.91731 1.25046 -0.044 0.019 0.040 0.407
H -1.91592 -0.30944 0.78743 0.055 -0.057 0.055 0.471
H 1.64398 -0.16416 0.06743 0.209 -0.061 -0.113 0.407
H 1.95209 -1.72864 0.49709 0.064 0.088 -0.021 0.365
H 1.87761 1.71053 -0.66717 -0.066 -0.561 -0.413 0.537
H 2.96951 2.50779 0.18351 0.003 0.007 -0.097 0.483
O 2.20051 1.93919 0.25090 -0.095 0.212 0.348 -1.021
H -1.25838 1.86850 0.67593 -0.101 0.123 -0.046 0.510
H -2.72725 2.07682 0.22018 0.028 0.021 -0.007 0.480
O -2.01068 1.43749 0.22349 -0.131 -0.039 0.024 -0.987
H 0.89088 2.19149 1.20940 0.312 0.455 0.032 0.530
H 0.12757 3.25552 2.14134 0.228 -0.007 -0.170 0.490
O 0.08034 2.37772 1.75561 -0.373 -0.339 0.131 -1.023
H -0.49667 0.90367 2.65566 -0.013 -0.178 0.065 0.506
H -0.86051 0.03683 3.88274 0.035 -0.003 -0.058 0.474
O -0.85164 0.02962 2.92115 0.001 0.164 0.214 -0.997
```
Forces are in eV/Å.

- ⟨S²⟩: 0.754
- Total charge: 0
- Multiplicity: 2
- Calculated total energy: -17672.5397 eV

---

(3)
C28H32N8PdS2 as an isolated structure, computed with ωB97M-V with the def2-TZVPD basis set.

```
71
Properties=species:S:1:pos:R:3:forces:R:3:mulliken_charge:R:1
Pd -0.06775 -0.07314 -0.07150 0.209 -0.024 0.099 -1.481
C -1.25407 2.33974 3.05617 -0.029 -0.079 -0.172 -1.262
C -0.85982 3.26800 1.89987 0.061 -0.176 0.030 -0.664
C 0.30075 2.72942 1.04407 0.050 0.121 -0.097 -1.345
N -0.04899 1.90413 -0.11370 -0.240 0.177 0.162 1.126
C -0.24336 2.46357 -1.32340 -0.034 0.051 -0.062 -0.157
C -0.39482 3.84599 -1.47480 0.001 -0.028 -0.031 -0.452
C -0.62705 4.61039 -2.61570 -0.039 0.003 -0.014 -0.792
C -0.83947 4.22952 -3.92566 -0.004 0.044 0.033 -0.717
C -0.82301 2.93248 -4.41654 0.032 -0.085 0.039 -0.691
C -0.53862 1.74740 -3.76035 0.001 0.076 -0.079 -0.611
C -0.22478 1.50163 -2.41701 0.214 -0.111 0.166 1.224
N 0.19090 0.29753 -2.01366 -0.569 -0.253 -0.292 0.500
C 0.85229 -0.63944 -2.89961 0.124 0.046 0.086 -1.102
C 2.00622 -1.28751 -2.12484 -0.104 0.107 0.003 -0.784
C 2.64821 -0.32860 -1.11279 0.025 -0.036 0.020 -1.336
N 1.85223 -0.19748 0.10891 0.360 -0.056 0.040 0.938
C 2.36222 0.11231 1.33646 -0.028 -0.154 -0.159 1.065
C 3.69802 0.44182 1.47700 0.064 0.064 0.077 -0.999
C 4.50790 0.56092 2.61846 -0.015 -0.002 -0.075 -0.825
C 4.16966 0.43905 3.93657 -0.054 0.002 0.026 -0.771
C 2.87798 0.22062 4.43458 0.046 0.049 -0.039 -0.792
C 1.68221 0.05423 3.78298 0.009 -0.128 -0.017 -1.285
C 1.36383 -0.01708 2.40142 -0.202 0.185 0.006 1.963
N 0.11961 -0.16010 1.95461 -0.131 0.061 0.193 0.602
C -1.08115 -0.21331 2.79081 0.060 0.145 -0.041 -1.408
C -1.93610 1.03560 2.58321 0.190 0.068 0.035 0.603
H -1.91468 2.87022 3.74140 -0.001 0.053 -0.045 0.462
H -0.34820 2.11425 3.62811 -0.038 -0.029 0.050 0.352
H -0.53649 4.23176 2.29909 -0.029 -0.016 0.056 0.521
H -1.73344 3.46770 1.27360 0.007 0.034 -0.014 0.295
H 0.96763 2.15497 1.67592 0.061 0.035 0.068 0.017
H 0.91123 3.55744 0.67606 0.002 -0.008 -0.010 1.031
H -0.31323 4.42494 -0.56589 0.007 0.013 -0.016 0.404
H -0.66836 5.67766 -2.42942 -0.022 -0.001 0.006 0.394
H -1.04210 5.02013 -4.63579 -0.009 -0.008 -0.002 0.386
H -1.05392 2.82286 -5.46992 0.028 0.004 -0.007 0.399
H -0.56446 0.85889 -4.37853 -0.020 0.023 -0.010 0.519
H 1.25820 -0.06345 -3.73524 0.028 -0.044 -0.013 0.728
H 0.17868 -1.39579 -3.31546 -0.007 0.013 0.074 0.231
H 2.77042 -1.63406 -2.82013 -0.001 0.067 -0.040 0.559
H 1.65041 -2.17048 -1.60119 0.089 0.022 -0.066 0.204
H 2.84638 0.65099 -1.56118 0.024 -0.020 -0.047 0.247
H 3.60979 -0.76008 -0.82666 0.014 0.009 0.050 0.721
H 4.22362 0.61540 0.54832 -0.005 -0.002 -0.020 0.559
H 5.54815 0.78095 2.40878 -0.006 0.003 -0.007 0.428
H 4.96220 0.54886 4.66474 -0.019 0.010 0.011 0.398
H 2.79799 0.20056 5.51563 0.013 -0.010 0.001 0.402
H 0.84266 -0.06599 4.44858 0.002 -0.050 0.024 0.292
H -0.82043 -0.28213 3.84278 -0.018 -0.122 0.034 0.493
H -1.62922 -1.12830 2.54821 -0.039 0.066 -0.103 0.355
H -2.90347 0.89293 3.06693 0.060 -0.031 0.109 0.703
H -2.14249 1.13248 1.52332 -0.110 -0.002 -0.034 -0.633
N -3.26661 1.84869 -0.59684 0.083 0.002 -0.054 -0.077
C -3.27091 0.50539 -0.54838 0.152 -0.144 -0.085 0.140
N -2.21232 -0.28830 -0.44047 -0.276 0.130 0.356 1.157
C -2.62255 -1.62301 -0.35261 0.134 0.057 -0.081 -0.375
C -3.95014 -1.82709 -0.39199 -0.043 -0.018 -0.041 -0.459
S -4.77485 -0.33110 -0.56104 -0.090 -0.009 -0.026 -0.185
C -1.58794 -2.63174 -0.19176 0.021 0.072 -0.028 -1.025
C -1.73437 -3.96782 -0.17250 -0.003 -0.027 0.052 -0.500
S -0.23737 -4.72576 0.20745 -0.006 -0.073 -0.024 -0.178
C 0.52457 -3.18654 0.30643 -0.045 0.094 0.062 0.038
N -0.29097 -2.17546 0.04368 0.011 -0.169 -0.222 1.099
N 1.83312 -3.08465 0.59007 -0.054 -0.036 0.127 -0.128
H -2.41007 2.34639 -0.76389 0.071 0.023 0.002 0.034
H -4.11976 2.33039 -0.82651 -0.004 0.003 0.019 0.255
H -4.49028 -2.75684 -0.32904 0.013 0.011 -0.008 0.497
H -2.62744 -4.54904 -0.32976 0.014 0.006 0.011 0.499
H 2.33416 -3.88960 0.92566 -0.002 -0.010 -0.012 0.264
H 2.20822 -2.16982 0.77755 0.013 0.009 -0.029 -0.067
```
Forces are in eV/Å.

- Total charge: +2
- Energy relative to the best compared isomer or geometry (same formula, charge and spin): 0.0 kcal/mol
- Calculated total energy: -66611.6001 eV

---

(4)
A 3-piece molecular cluster, C2H3ClN4O2 overall in a non-equilibrium geometry, computed with ωB97M-V with the def2-TZVPD basis set.

```
12
Properties=species:S:1:pos:R:3:forces:R:3:nbo_charge:R:1
C -0.01267 1.22765 -0.02393 0.086 -0.392 2.195 0.495
C -0.31162 -2.01735 1.56877 0.546 1.066 0.075 0.487
N 1.97936 -0.13726 -0.19939 2.961 1.795 1.271 -0.210
N 1.64441 -1.11507 -0.81226 -2.117 0.499 0.483 0.249
N 1.27576 0.96228 0.25855 0.972 3.138 -0.029 -0.427
N 1.41785 -2.11443 -1.25680 0.094 -0.852 -0.786 -0.029
O -0.76636 0.37451 -0.39472 -0.739 -0.670 -1.376 -0.601
O -0.77995 -3.02794 1.53241 -0.547 -1.083 -0.041 -0.486
Cl -3.56309 0.72761 -0.95422 -0.901 0.167 -0.163 -0.325
H -0.36347 2.15790 0.45656 0.261 0.330 -0.548 0.135
H -2.34787 1.05475 -0.70565 0.250 -0.339 0.020 0.286
H 1.82764 1.90734 0.53066 -0.866 -3.660 -1.102 0.426
```
Forces are in eV/Å.

- Total charge: 0
- Energy relative to the best compared isomer or geometry (same formula, charge and spin): 6.4 kcal/mol
- Calculated total energy: -24696.4174 eV

---

Q: Among the records above, which one has the highest calculated total energy?
A: C5H11NO

---

Q: The lowest calculated total energy belongs to which entry?
A: C28H32N8PdS2

---

Q: Among the records above, which one has the highest calculated total energy?
A: C5H11NO